{
  "formula": "C17H62N12O14",
  "method": "ωB97M-V/def2-TZVPD",
  "symbols": ["C", "C", "O", "H", "H", "H", "H", "H", "H", "C", "C", "O", "H", "H", "H", "H", "H", "H", "C", "C", "O", "H", "H", "H", "H", "H", "H", "C", "O", "N", "N", "H", "H", "H", "H", "C", "O", "N", "N", "H", "H", "H", "H", "C", "O", "N", "N", "H", "H", "H", "H", "C", "O", "N", "N", "H", "H", "H", "H", "C", "O", "N", "N", "H", "H", "H", "H", "C", "O", "N", "N", "H", "H", "H", "H", "C", "O", "H", "H", "H", "H", "C", "O", "H", "H", "H", "H", "C", "O", "H", "H", "H", "H", "C", "O", "H", "H", "H", "H", "C", "O", "H", "H", "H", "H"],
  "positions_angstrom": [[-2.461057, 3.053352, 2.186552], [-3.743057, 3.771352, 1.973552], [-3.642057, 4.718352, 0.933552], [-1.663057, 3.735352, 2.482552], [-2.121057, 2.467352, 1.305552], [-2.580057, 2.378352, 3.051552], [-4.099057, 4.309352, 2.851552], [-4.625057, 3.083352, 1.760552], [-2.859057, 5.244352, 0.964552], [1.054943, 2.935352, 2.554552], [2.481943, 3.457352, 2.552552], [3.271943, 2.494352, 2.005552], [0.728943, 2.568352, 1.572552], [0.378943, 3.750352, 2.823552], [0.925943, 1.969352, 3.130552], [2.871943, 3.746352, 3.506552], [2.455943, 4.323352, 1.884552], [3.370943, 1.756352, 2.624552], [-0.336057, -0.376648, 0.492552], [-0.172057, -1.019648, -0.803448], [0.775943, -0.246648, -1.509448], [0.575943, -0.065648, 0.903552], [-0.882057, -1.040648, 1.233552], [-1.018057, 0.504352, 0.459552], [-1.179057, -1.057648, -1.309448], [0.161943, -2.020648, -0.560448], [1.090943, -0.704648, -2.266448], [0.487943, 3.774352, -0.970448], [1.682943, 4.374352, -0.547448], [-0.690057, 4.187352, -0.679448], [0.502943, 2.766352, -1.826448], [-0.670057, 4.931352, 0.005552], [-1.640057, 3.735352, -0.950448], [1.464943, 2.675352, -2.118448], [-0.129057, 2.047352, -2.011448], [3.877943, 0.857352, -1.168448], [3.678943, 0.232352, -2.405448], [2.897943, 1.109352, -0.409448], [4.985943, 1.226352, -0.675448], [1.953943, 0.822352, -0.652448], [2.997943, 1.547352, 0.494552], [5.615943, 1.287352, -1.478448], [4.969943, 2.010352, -0.036448], [-2.925057, 2.129352, -1.650448], [-2.147057, 1.112352, -2.215448], [-3.660057, 1.909352, -0.620448], [-2.907057, 3.390352, -1.998448], [-3.480057, 0.960352, -0.265448], [-4.028057, 2.571352, -0.018448], [-2.262057, 3.675352, -2.838448], [-3.509057, 4.053352, -1.592448], [3.026943, -1.061648, 2.461552], [2.401943, 0.061352, 2.722552], [3.571943, -1.252648, 1.341552], [3.167943, -2.010648, 3.309552], [3.234943, -0.571648, 0.658552], [3.985943, -2.077648, 1.007552], [2.761943, -1.882648, 4.229552], [3.813943, -2.784648, 3.186552], [-3.465057, -2.284648, -0.450448], [-3.420057, -0.873648, -0.443448], [-3.150057, -3.047648, 0.563552], [-3.731057, -2.945648, -1.500448], [-2.992057, -2.555648, 1.434552], [-3.254057, -4.020648, 0.604552], [-3.905057, -2.371648, -2.324448], [-3.861057, -3.940648, -1.573448], [-0.411057, -4.614648, -0.997448], [0.804943, -5.149648, -1.359448], [-1.286057, -4.291648, -1.958448], [-0.727057, -4.437648, 0.224552], [-1.045057, -4.619648, -2.954448], [-2.153057, -3.746648, -1.727448], [0.113943, -4.473648, 0.860552], [-1.447057, -3.778648, 0.482552], [0.324943, -3.604648, 3.073552], [1.339943, -3.750648, 2.104552], [0.645943, -3.281648, 4.039552], [-0.046057, -4.591648, 3.333552], [-0.478057, -2.946648, 2.651552], [2.094943, -3.151648, 2.304552], [0.881943, 0.693352, -4.389448], [1.881943, -0.310648, -4.338448], [1.198943, 1.645352, -3.961448], [0.011943, 0.467352, -3.809448], [0.475943, 0.782352, -5.371448], [2.644943, 0.052352, -3.891448], [2.961943, -2.829648, -1.456448], [4.258943, -2.718648, -2.080448], [2.291943, -3.230648, -2.201448], [2.639943, -1.896648, -1.084448], [2.944943, -3.512648, -0.609448], [4.904943, -2.383648, -1.443448], [-0.882057, 0.310352, 3.879552], [0.098943, -0.645648, 3.956552], [-1.816057, -0.136648, 4.244552], [-1.098057, 0.740352, 2.859552], [-0.592057, 1.192352, 4.503552], [0.938943, -0.259648, 3.626552], [-2.370057, -1.703648, -4.189448], [-3.657057, -1.187648, -3.687448], [-1.704057, -0.862648, -4.335448], [-2.589057, -2.372648, -5.025448], [-1.810057, -2.381648, -3.582448], [-3.371057, -0.512648, -3.093448]],
  "forces_ev_per_angstrom": [[0.5228, -1.0535, 0.6736], [-1.2840, 0.0547, 0.2381], [-1.4341, -0.3737, -1.5042], [-0.0580, 0.1096, -0.1859], [-0.2513, 0.4128, 0.6012], [0.0871, 0.0425, -0.3981], [0.2926, -0.1018, 0.4454], [1.1244, 0.6909, -0.1714], [0.8547, 0.3189, 0.5171], [-0.6213, -1.0765, 0.5726], [-2.0742, 0.7825, -0.7486], [2.5740, -1.3224, -0.9132], [0.4641, 0.5718, -0.2682], [-0.1569, -0.3634, 0.4201], [0.1700, 1.5561, 0.0938], [-0.1084, 0.3350, 0.8860], [0.4204, -0.0405, 0.0387], [-0.3227, -0.0287, -0.1638], [-3.2902, 0.5944, 1.9983], [-1.1312, -0.3528, -0.8829], [-0.7828, 0.2976, 0.8673], [1.4198, 0.2848, 0.8227], [0.8406, 0.4816, -0.7376], [0.5433, -0.2747, -0.2853], [1.0877, -0.0157, 0.1470], [0.4932, -0.5170, -0.6496], [0.7402, -0.6663, -1.4248], [6.7244, 1.6033, 0.7114], [-5.8779, -2.6806, -1.8344], [-4.2186, 1.8576, 2.4129], [3.6159, 0.7388, -0.7253], [-0.2785, -0.1106, -0.0516], [2.7245, 1.1217, 0.5591], [-0.1024, -0.8140, -0.2327], [-1.5770, -1.2033, -0.0596], [-3.9098, -3.9874, -8.0427], [1.7537, 2.9452, 5.5242], [-4.7880, -0.0298, 2.3924], [6.1235, 1.1454, -0.6125], [0.1986, -0.0805, -0.4545], [0.1217, 0.5774, 0.1859], [0.6085, 0.1783, 0.8613], [0.1338, -0.0846, -0.0097], [3.9407, -5.2939, -2.9421], [-3.4543, 5.2080, 2.0188], [-0.3444, -4.3136, 1.4377], [3.0445, 2.0058, -5.1380], [-0.6958, 0.2165, 0.0542], [-0.6999, 1.5788, 0.8119], [-2.0514, -0.7391, 2.1995], [-0.8226, 0.8120, 0.3900], [-2.4521, 5.5474, 1.6122], [1.3426, -3.1159, -0.2038], [0.8062, 1.6333, -4.7845], [0.0489, -3.1302, 4.4912], [0.5581, -0.2166, -0.3232], [0.3722, -1.0977, -0.2226], [0.2354, -0.0926, -0.1798], [-0.1513, 0.4293, 0.0504], [0.3478, 8.0861, 1.2674], [-0.3449, -7.3828, 0.3864], [0.6354, 1.7490, 3.7316], [-1.7633, -0.6591, -4.3733], [-0.0834, -0.2523, -0.0254], [-0.4906, -1.2670, -0.1325], [-0.2079, 0.0679, -0.5995], [-0.2871, 0.0463, 0.3568], [6.9049, -3.3355, -5.5920], [-5.5694, 2.2727, 1.7172], [-0.9609, -0.1342, -2.2519], [0.9076, 0.4479, 5.1212], [-0.5501, 0.9925, 2.5003], [1.8983, -0.9124, -0.9237], [-1.1988, 0.0493, -0.9634], [0.4323, -0.1030, -0.2055], [-0.8897, -0.1846, -0.5402], [0.9819, 0.1665, 0.1043], [0.4773, 1.0116, 0.4159], [-0.4301, -0.3294, -0.5278], [0.5279, -0.4638, 0.7746], [-1.2570, -0.6412, -0.1157], [0.3068, 0.0115, 0.4713], [-1.1322, -0.0800, -0.3933], [0.3365, 0.0857, -0.5695], [-0.5713, -0.6457, 0.7874], [0.1893, 0.4211, -1.0877], [0.6168, 0.0664, 0.6563], [1.3119, -0.7773, -0.3900], [-0.2724, -0.3610, 0.5319], [-0.2008, 0.0169, -0.0945], [-0.5551, 1.3436, 0.0404], [0.1576, -0.4955, 0.0363], [-0.3160, 0.0459, -0.2767], [-0.9846, 1.7541, 0.0024], [1.0076, -0.8012, -0.2507], [0.1253, 0.2541, 0.0608], [0.4179, -0.7052, 0.6513], [-0.6115, -0.4439, -0.1816], [-0.1359, -0.1796, -0.1159], [-1.1870, 0.1633, -0.4599], [1.2265, -1.9310, -0.7699], [0.0073, 0.0362, -0.7725], [-0.0111, 0.8875, -0.5634], [-0.0262, -0.2790, 1.5477], [0.1721, 1.4334, 1.1309]],
  "lowdin_charge": [-0.0948, -0.3287, -0.0771, 0.0636, 0.0662, 0.0838, 0.1134, 0.1337, 0.0672, -0.0732, -0.3198, -0.1072, 0.0660, 0.0646, 0.0595, 0.1087, 0.1056, 0.0752, -0.0833, -0.2982, -0.0896, 0.0438, 0.0859, 0.0738, 0.1038, 0.0963, 0.0495, -0.6108, -0.1429, 0.1576, 0.1866, 0.1098, 0.0809, 0.0990, 0.0405, -0.6392, -0.1123, 0.1802, 0.1908, 0.0815, 0.0749, 0.1380, 0.1251, -0.5768, -0.1108, 0.2111, 0.1320, 0.0885, 0.0488, 0.2026, 0.1011, -0.6601, -0.0610, 0.2492, 0.1849, 0.0971, 0.1119, 0.1465, 0.1524, -0.5552, -0.1196, 0.1658, 0.1663, 0.1345, 0.1098, 0.0959, 0.1409, -0.6471, -0.1246, 0.1389, 0.1686, 0.1610, 0.0442, 0.1067, 0.0451, -0.1622, -0.1501, 0.0619, 0.0821, 0.0736, 0.0369, -0.1603, -0.1094, 0.0713, 0.0265, 0.0718, 0.0157, -0.1514, -0.1114, 0.0812, 0.0213, 0.0668, 0.0608, -0.2247, -0.1427, 0.0854, 0.0519, 0.0879, 0.0269, -0.0847, -0.1278, 0.0704, 0.0888, 0.0334, 0.0132],
  "homo_energy_ev": -8.78,
  "de_lowest_kcal_mol": 23.9,
  "e_tot_ev": -65177.5781,
  "lumo_ha": 0.004
}